Entry from the Open Molecules 2025 dataset: an isolated ion of composition C5H14N3 and charge +1 at a distorted geometry (ωB97M-V/def2-TZVPD).

## Properties
- HOMO level: -13.533 eV
- F_max: 3.170 eV Å⁻¹
- E: -362.8781 Eh
- Charge: +1
- HOMO-LUMO gap: 10.82 eV
- Spin multiplicity: 1
- Relative energy (zero: lowest compared OMol25 entry of this formula, charge and spin): 2.751 eV

Geometry (Å):
1 C 0.38930 0.16741 1.65558
2 C 0.90084 -1.11497 0.72664
3 C -0.14250 1.09964 -0.43561
4 C -2.01878 0.65751 0.99495
5 C 0.22479 -1.68267 -1.62741
6 N -0.59118 0.87320 0.81703
7 N 0.91760 1.84380 -0.90814
8 N 0.79078 -0.71359 -0.69276
9 H -0.14499 -0.11201 2.57828
10 H 1.19484 0.85600 1.92117
11 H 1.92461 -1.40391 0.85620
12 H 0.33214 -1.97903 0.75220
13 H -1.06283 1.02039 -1.12881
14 H -2.49377 0.64224 0.03446
15 H -2.25081 -0.07435 1.70857
16 H -2.44332 1.50868 1.50813
17 H -0.76946 -2.08465 -1.32144
18 H -0.07345 -1.14820 -2.53668
19 H 0.98983 -2.49709 -1.78520
20 H 1.69676 2.11909 -0.25081
21 H 0.94495 2.22532 -1.86378
22 H 1.68466 -0.20281 -1.00257

Forces on atoms 1 to 3 (eV/Å):
C -0.60 -0.91 -0.75
C 0.44 2.62 -0.90
C -1.99 -0.21 -2.45

=====

Entry from the Open Molecules 2025 dataset: an isolated ion of composition C5H14N3O and charge +1 at a distorted geometry (ωB97M-V/def2-TZVPD).

## Properties
- HOMO level: -12.930 eV
- F_max: 3.195 eV Å⁻¹
- E: -438.0947 Eh
- Charge: +1
- HOMO-LUMO gap: 9.60 eV
- Spin multiplicity: 1
- Relative energy (zero: lowest compared OMol25 entry of this formula, charge and spin): 3.244 eV

Geometry (Å):
1 C -0.05206 -0.82793 -1.92959
2 C 1.37234 0.09553 0.02471
3 C 0.45351 -0.52532 2.30598
4 C -2.41005 1.03485 -0.30969
5 C 1.68285 -0.21320 1.45367
6 N 0.60757 -0.79592 -0.61208
7 N 1.89939 1.17289 -0.52884
8 N -2.09125 -0.12245 -1.14988
9 O -1.00760 0.12044 -2.12252
10 H 0.59885 -0.52668 -2.78621
11 H -0.36886 -1.81523 -2.23830
12 H 0.26010 0.27765 2.89780
13 H 0.58346 -1.31165 3.03504
14 H -0.50110 -0.67013 1.74230
15 H -1.51931 1.56965 -0.04773
16 H -3.32109 1.52197 -0.52960
17 H -2.70645 0.52545 0.59457
18 H 2.19576 -1.18982 1.39129
19 H 2.38750 0.48606 1.81576
20 H 0.29492 -1.42969 0.02908
21 H 1.99561 1.37274 -1.49126
22 H 2.64369 1.60401 0.05264
23 H -2.99778 -0.35323 -1.59713

Forces on atoms 1 to 3 (eV/Å):
C 1.58 0.90 -2.01
C -0.55 -0.43 -1.42
C -0.70 -0.85 -1.04

=====

Entry from the Open Molecules 2025 dataset: an isolated ion of composition C5H14N3O and charge +1 at a distorted geometry (ωB97M-V/def2-TZVPD).

## Properties
- HOMO level: -13.983 eV
- F_max: 2.315 eV Å⁻¹
- E: -438.1169 Eh
- Charge: +1
- HOMO-LUMO gap: 10.55 eV
- Spin multiplicity: 1
- Relative energy (zero: lowest compared OMol25 entry of this formula, charge and spin): 2.639 eV

Geometry (Å):
1 C 3.12360 -0.75660 -0.08001
2 N 2.28853 0.43345 0.10064
3 C 1.16553 0.27624 0.94071
4 N -0.07762 -0.30915 0.24705
5 N -1.12372 0.64068 0.01622
6 C -0.68135 1.75279 -0.81728
7 C -2.32362 -0.01776 -0.44860
8 C -2.86484 -1.09870 0.44010
9 O -2.87015 0.33913 -1.48178
10 H 2.56038 -1.68744 -0.12881
11 H 3.82989 -0.82892 0.73427
12 H 3.69055 -0.67577 -0.99367
13 H 2.08187 0.89458 -0.77015
14 H 0.87962 1.21134 1.39457
15 H 1.42059 -0.41780 1.72785
16 H -0.46682 -1.01782 0.87048
17 H 0.19282 -0.80449 -0.61091
18 H -1.54181 2.28265 -1.18451
19 H -0.10238 1.43435 -1.68093
20 H -0.09623 2.44447 -0.22957
21 H -3.91429 -0.90193 0.59406
22 H -2.78188 -2.05797 -0.05194
23 H -2.38867 -1.13532 1.41221

Forces on atoms 1 to 3 (eV/Å):
C -0.03 0.07 0.03
N -0.44 -0.49 -0.15
C 1.24 0.39 -0.10

=====

Entry from the Open Molecules 2025 dataset: an isolated ion of composition C5H14N3P2 and charge +1 at a distorted geometry (ωB97M-V/def2-TZVPD).

## Properties
- HOMO level: -13.452 eV
- F_max: 5.519 eV Å⁻¹
- E: -1045.6118 Eh
- Charge: +1
- HOMO-LUMO gap: 9.77 eV
- Spin multiplicity: 1
- Relative energy (zero: lowest compared OMol25 entry of this formula, charge and spin): 1.898 eV

Geometry (Å):
1 C 1.99551 -0.06389 -1.29164
2 C 0.95055 -1.76784 2.03789
3 C 0.10822 -2.99695 -0.55869
4 C -0.23753 2.58466 0.87961
5 C -2.26547 1.59918 -0.97581
6 N 1.95068 -0.95661 -0.43811
7 N -0.61774 -0.32042 0.28512
8 N 0.32148 1.23177 -1.59025
9 P 0.46384 -1.44044 0.31477
10 P -0.64413 1.26764 -0.30674
11 H 2.63041 0.28843 -2.05176
12 H 1.43376 -2.69024 2.14965
13 H 1.67200 -0.99225 2.38438
14 H -0.06837 -1.63173 2.61737
15 H -0.48165 -3.62934 0.22315
16 H -0.68135 -2.70099 -1.40603
17 H 1.01763 -3.41586 -0.78985
18 H -1.05380 2.77696 1.66276
19 H 0.49759 2.28804 1.59353
20 H 0.02885 3.41750 0.35284
21 H -2.96698 0.69594 -0.90716
22 H -2.79789 2.47273 -0.38680
23 H -2.11579 1.91586 -2.06412
24 H 0.86020 2.06787 -1.73410

Forces on atoms 1 to 3 (eV/Å):
C -2.73 -1.16 2.73
C -1.97 2.23 0.25
C -5.07 1.81 1.24

=====

Entry from the Open Molecules 2025 dataset: one molecule with the formula C5H14N4 at a distorted geometry (ωB97M-V/def2-TZVPD).

## Properties
- HOMO level: -7.249 eV
- F_max: 1.218 eV Å⁻¹
- E: -417.8102 Eh
- HOMO-LUMO gap: 7.95 eV
- Spin multiplicity: 1
- Relative energy (zero: lowest compared OMol25 entry of this formula, charge and spin): 3.220 eV

Geometry (Å):
1 C -2.03205 -1.32629 -0.20682
2 C 0.63948 -0.61148 -1.33822
3 N -1.13541 -0.44580 0.54524
4 C 0.50644 -0.69164 0.16601
5 C 1.12578 -1.70090 0.85601
6 H -1.18742 -0.67622 1.53401
7 H -2.12728 -0.95443 -1.22473
8 H -1.61628 -2.33733 -0.22430
9 H -3.02021 -1.34851 0.25253
10 H 1.68060 -0.43615 -1.60802
11 H 0.32789 -1.55013 -1.79448
12 H 0.04428 0.20165 -1.75199
13 H 1.65511 -2.47419 0.32249
14 H 1.08411 -1.76286 1.93633
15 C 0.41780 2.14506 0.08555
16 N -0.89917 2.11821 0.20070
17 N 0.99878 0.88330 0.74249
18 N 1.20225 2.94458 -0.54139
19 H -1.32151 0.68466 0.41287
20 H -1.31246 2.90041 -0.29276
21 H 0.77310 0.88580 1.73582
22 H 2.00980 0.84176 0.65523
23 H 2.18639 2.71052 -0.46254

Forces on atoms 1 to 3 (eV/Å):
C 0.19 -0.08 -0.06
C -0.01 0.12 0.11
N 0.96 0.75 0.03

=====

Entry from the Open Molecules 2025 dataset: an isolated ion of composition C5H14N4 and charge +2 at a distorted geometry (ωB97M-V/def2-TZVPD).

## Properties
- HOMO level: -18.234 eV
- F_max: 3.764 eV Å⁻¹
- E: -417.0895 Eh
- Charge: +2
- HOMO-LUMO gap: 9.31 eV
- Spin multiplicity: 1
- Relative energy (zero: lowest compared OMol25 entry of this formula, charge and spin): 6.585 eV

Geometry (Å):
1 C -2.23269 0.36383 1.50897
2 C -1.69094 -0.29410 0.45082
3 C 0.89747 -0.27319 -0.31423
4 C 2.76668 -1.60733 0.35855
5 C -1.47718 2.09487 -1.48234
6 N -0.42255 0.37533 -0.20148
7 N 1.41320 -1.11847 0.50771
8 N 0.76926 -1.73755 1.51817
9 N -0.77317 0.84513 -1.53918
10 H -3.28648 0.24394 1.67594
11 H -1.66995 1.18798 1.98435
12 H -2.32476 -1.08667 -0.00741
13 H 1.48925 -0.06792 -1.22593
14 H 3.12329 -1.50398 -0.68566
15 H 3.44245 -1.19740 1.12856
16 H 2.74964 -2.60971 0.43417
17 H -2.38152 2.07594 -0.77510
18 H -0.89022 2.73804 -0.84178
19 H -1.68067 2.61560 -2.56163
20 H -0.32823 1.34547 0.29969
21 H -0.12137 -1.27150 1.83250
22 H 1.41271 -2.29734 2.08359
23 H -1.35181 0.23947 -2.17734

Forces on atoms 1 to 3 (eV/Å):
C 1.81 0.38 -2.20
C -0.88 1.21 1.83
C 0.81 -0.26 -0.68

=====

Entry from the Open Molecules 2025 dataset: C5H14N7O2SbSe4V as an isolated structure (ωB97M-V/def2-TZVPD).

## Properties
- HOMO level (alpha / beta): -4.391 / -4.473 eV
- F_max: 0.722 eV Å⁻¹
- E: -11522.9496 Eh
- Charge: -1
- <S²>: 2.023
- HOMO-LUMO gap (alpha / beta): 6.33 / 6.42 eV
- Spin multiplicity: 3
- Relative energy (zero: lowest compared OMol25 entry of this formula, charge and spin): 0.000 eV

Geometry (Å):
1 V -0.39828 -0.14894 -0.58949
2 Se 0.31087 1.21107 4.31753
3 Sb 0.01407 1.97160 2.04890
4 Se 1.68059 0.78215 0.48882
5 Se -2.08042 0.88476 0.98318
6 Se -0.05514 4.33420 1.43954
7 C 3.43388 1.03717 -4.26168
8 N 2.75118 0.05152 -3.44293
9 C 3.47908 -1.15843 -3.11682
10 C 1.58096 0.32476 -2.80900
11 N 0.81093 -0.54097 -2.26053
12 N 1.24117 1.67492 -2.75780
13 C 0.09077 2.17380 -2.12151
14 N 0.17700 3.49318 -1.82939
15 N -0.96066 1.44978 -1.95213
16 H 4.01753 0.51917 -5.02151
17 H 4.12014 1.66149 -3.67776
18 H 2.71144 1.67294 -4.76746
19 H 4.54282 -0.92774 -3.05457
20 H 3.33432 -1.94719 -3.86001
21 H 3.16685 -1.52865 -2.14184
22 H 1.08404 -1.50906 -2.36369
23 H 2.03026 2.29495 -2.68165
24 H 1.10992 3.81115 -1.60158
25 H -0.43090 3.78677 -1.05965
26 H -1.68078 1.97740 -1.46360
27 N -0.04502 -1.72274 2.05851
28 N -0.87039 -2.72622 1.56772
29 C -1.11344 -2.90176 0.23828
30 O -1.82156 -3.82201 -0.13961
31 O -0.52454 -2.04605 -0.58679
32 H 0.75712 -2.09843 2.54983
33 H -0.54648 -1.08627 2.67058
34 H -1.32253 -3.37983 2.18561

Forces on atoms 1 to 3 (eV/Å):
V 0.04 0.01 0.46
Se -0.01 0.07 -0.14
Sb -0.23 -0.21 -0.43

=====

Entry from the Open Molecules 2025 dataset: a 2-piece molecular cluster, C5H14NO overall at a distorted geometry (ωB97M-V/def2-TZVPD).

## Properties
- HOMO level: -2.489 eV
- F_max: 1.255 eV Å⁻¹
- E: -328.8793 Eh
- Charge: -1
- HOMO-LUMO gap: 6.42 eV
- Spin multiplicity: 1
- Relative energy (zero: lowest compared OMol25 entry of this formula, charge and spin): 0.395 eV

Geometry (Å):
1 C -0.48385 -1.76707 -2.01691
2 C 0.83421 1.59602 -0.56182
3 C 0.33661 0.16961 -0.55809
4 C 0.28786 -0.46093 -1.96550
5 H -0.15551 -2.41520 -1.20238
6 H -0.30018 -2.30468 -2.95249
7 H -1.56082 -1.62755 -1.94544
8 H 0.62603 2.01509 0.42297
9 H 0.27132 2.19657 -1.28596
10 H 1.89296 1.73081 -0.81642
11 H -0.65732 0.19514 -0.11482
12 H 0.92470 -0.52809 0.03937
13 H -0.17791 0.26453 -2.64613
14 H 1.31637 -0.59915 -2.31658
15 N -0.44761 -0.72455 2.33435
16 C -0.26218 0.79348 2.54431
17 O -1.03611 1.59222 1.82910
18 H -0.48660 -1.16305 3.25079
19 H -1.38826 -0.85420 1.96839
20 H -0.37780 0.97517 3.64553
21 H 0.84408 0.91582 2.34775

Forces on atoms 1 to 3 (eV/Å):
C 0.35 -0.33 -0.18
C 0.25 0.34 0.14
C -0.09 -0.65 -1.07

=====

Entry from the Open Molecules 2025 dataset: a 2-piece molecular cluster, C5H14NO overall (ωB97M-V/def2-TZVPD).

## Properties
- HOMO level (alpha / beta): -8.644 / -8.620 eV
- F_max: 0.996 eV Å⁻¹
- E: -328.7964 Eh
- <S²>: 0.754
- HOMO-LUMO gap (alpha / beta): 9.58 / 6.76 eV
- Spin multiplicity: 2
- Relative energy (zero: lowest compared OMol25 entry of this formula, charge and spin): 1.107 eV

Geometry (Å):
1 C 1.98937 1.61078 -0.78099
2 C 0.71064 2.08543 -0.11160
3 N -0.47198 1.41117 -0.68153
4 C -1.54225 1.29489 0.31143
5 H 2.82009 2.23415 -0.44918
6 H 1.91890 1.67021 -1.86572
7 H 2.19571 0.58142 -0.48591
8 H 0.58555 3.15531 -0.28877
9 H 0.76874 1.89517 0.96614
10 H -0.14994 0.45925 -0.84275
11 H -2.37006 0.73170 -0.11275
12 H -1.20818 0.74913 1.20484
13 H -1.87840 2.29535 0.57729
14 C 0.09712 -2.52680 0.17612
15 O 0.57705 -1.26178 0.11593
16 C -1.27194 -2.66306 0.83718
17 H 0.83440 -3.15767 0.69935
18 H 0.07090 -2.98328 -0.81977
19 H -1.62825 -3.69365 0.84098
20 H -2.00819 -2.06272 0.30830
21 H -1.21702 -2.33070 1.87032

Forces on atoms 1 to 3 (eV/Å):
C -0.02 0.05 0.31
C -0.42 0.00 -0.52
N 0.42 -0.43 0.37

=====

Entry from the Open Molecules 2025 dataset: a 2-piece molecular cluster, C5H14NO overall (ωB97M-V/def2-TZVPD).

## Properties
- HOMO level: -15.838 eV
- F_max: 0.658 eV Å⁻¹
- E: -328.6862 Eh
- Charge: +1
- HOMO-LUMO gap: 12.86 eV
- Spin multiplicity: 1
- Relative energy (zero: lowest compared OMol25 entry of this formula, charge and spin): 0.000 eV

Geometry (Å):
1 C -0.24583 -1.97950 -0.50614
2 C 0.06590 -0.51270 -0.61859
3 N -0.09736 0.17598 0.73688
4 C 0.71388 1.42444 0.64098
5 C 1.98016 0.95387 -0.06915
6 C 1.51541 -0.19448 -0.98030
7 H -1.26603 -2.12243 -0.14610
8 H 0.46732 -2.50861 0.12315
9 H -0.17602 -2.41329 -1.50817
10 H -0.66088 -0.03123 -1.27972
11 H 0.26938 -0.46150 1.43700
12 H -1.09102 0.38874 0.91048
13 H 0.12837 2.09307 0.00834
14 H 0.93257 1.84722 1.61014
15 H 2.43379 1.78381 -0.61145
16 H 2.67823 0.58714 0.69137
17 H 2.11535 -1.08118 -0.81453
18 H 1.64000 0.00630 -2.04306
19 H -3.40771 0.93257 0.91527
20 H -3.39192 -0.61466 0.89738
21 O -2.95123 0.16765 0.53213

Forces on atoms 1 to 3 (eV/Å):
C -0.31 -0.08 -0.37
C -0.03 0.25 0.16
N -0.10 0.19 -0.48

=====

Entry from the Open Molecules 2025 dataset: a 2-piece molecular cluster, C5H14NO overall at a distorted geometry (ωB97M-V/def2-TZVPD).

## Properties
- HOMO level: -14.713 eV
- F_max: 3.103 eV Å⁻¹
- E: -328.6158 Eh
- Charge: +1
- HOMO-LUMO gap: 9.41 eV
- Spin multiplicity: 1
- Relative energy (zero: lowest compared OMol25 entry of this formula, charge and spin): 1.917 eV

Geometry (Å):
1 C 0.18334 -1.14130 1.65566
2 C -0.41462 0.28343 1.58244
3 C -1.12122 0.56071 0.27385
4 C -0.17474 0.54065 -0.92303
5 C 1.16787 2.58336 -1.49475
6 N 0.87192 1.53609 -0.80100
7 H 0.63662 -1.31945 2.64417
8 H -0.56724 -1.92070 1.57322
9 H 1.02359 -1.33406 0.98577
10 H -1.09657 0.37478 2.42585
11 H 0.38088 1.00892 1.86061
12 H -1.85551 -0.23846 0.10711
13 H -1.65180 1.51424 0.33916
14 H 0.20752 -0.48107 -1.06424
15 H -0.70043 0.67421 -1.87486
16 H 1.95708 3.19562 -1.04136
17 H 0.93679 2.45727 -2.54299
18 H 1.19979 1.60485 0.16470
19 H 0.19194 -3.78262 -0.95397
20 H -0.70787 -3.03608 -1.92456
21 O -0.46735 -3.08038 -0.99175

Forces on atoms 1 to 3 (eV/Å):
C 0.58 0.16 1.03
C 0.90 -0.89 0.85
C -0.01 0.29 0.14

=====

Entry from the Open Molecules 2025 dataset: a 2-piece molecular cluster, C5H14NO overall (ωB97M-V/def2-TZVPD).

## Properties
- HOMO level: -13.801 eV
- F_max: 0.765 eV Å⁻¹
- E: -328.6120 Eh
- Charge: +1
- HOMO-LUMO gap: 10.59 eV
- Spin multiplicity: 1
- Relative energy (zero: lowest compared OMol25 entry of this formula, charge and spin): 2.021 eV

Geometry (Å):
1 C -0.00587 -2.58734 -1.32546
2 N 0.11720 -1.09780 -1.28447
3 C 1.01576 -0.54527 -2.33673
4 H -0.64589 -2.90204 -0.50699
5 H -0.44682 -2.88088 -2.27101
6 H 0.97338 -3.04030 -1.18928
7 H 0.46637 -0.81332 -0.35336
8 H -0.82625 -0.71162 -1.35606
9 H 1.98359 -1.01410 -2.21974
10 H 1.07347 0.53006 -2.22650
11 H 0.59843 -0.79051 -3.30828
12 C -0.74177 1.53360 0.73928
13 O -1.12952 2.59586 1.57427
14 C 0.42985 0.75286 1.29205
15 C 0.28783 -0.32538 2.04790
16 H -0.50557 1.89635 -0.27112
17 H -1.61164 0.87923 0.67371
18 H -0.41240 3.23827 1.63941
19 H 1.40948 1.19032 1.15353
20 H 1.16298 -0.79562 2.48421
21 H -0.66038 -0.78796 2.29916

Forces on atoms 1 to 3 (eV/Å):
C 0.01 -0.06 0.25
N 0.02 -0.34 0.14
C -0.34 -0.09 -0.11